Entry from the Open Molecules 2025 dataset: C42H54BBaN5O3P2SSi2 as an isolated structure (ωB97M-V/def2-TZVPD).

Structure (XYZ):
```
111
Properties=species:S:1:pos:R:3:forces:R:3
Ba -0.896306 0.509915 -0.674037 -0.113 0.098 -0.197
C -2.589619 2.689003 2.208220 0.000 0.010 0.012
Si -0.748527 3.100288 2.167914 -0.028 0.011 0.020
C -0.296926 3.716558 3.897272 -0.006 0.001 0.008
C -0.518481 4.552476 0.995812 0.002 0.014 -0.003
N 0.144231 1.791476 1.591478 -0.001 0.010 -0.027
P 0.854835 0.477548 2.171338 0.006 -0.051 -0.008
C 1.040311 -0.802124 1.139775 0.018 0.003 -0.022
P 2.053301 -1.012401 -0.149328 -0.044 -0.007 0.056
N 1.417060 -0.758522 -1.600449 -0.052 -0.026 -0.032
Si 1.573259 -1.285847 -3.187856 -0.017 -0.002 -0.001
C 1.357180 -3.172506 -3.366247 0.001 -0.012 -0.016
C 0.223374 -0.499798 -4.235230 -0.009 0.007 -0.002
C 3.194731 -0.821830 -4.038815 0.015 0.013 0.003
C 3.605267 -0.028968 -0.074833 0.009 -0.006 -0.002
C 3.715931 1.133457 -0.832612 0.005 -0.007 0.013
C 4.837751 1.945748 -0.724436 -0.004 -0.001 -0.010
C 5.866751 1.598796 0.139157 0.005 0.007 0.013
C 5.765313 0.441455 0.901629 -0.010 0.009 0.013
C 4.640550 -0.362360 0.796750 0.004 0.001 -0.013
C 2.731815 -2.728440 -0.109288 0.007 0.007 -0.002
C 3.733813 -3.138410 -0.985994 0.001 -0.003 0.002
C 4.194674 -4.446533 -0.978705 0.006 0.005 -0.004
C 3.651136 -5.368270 -0.091442 -0.008 0.001 0.006
C 2.659264 -4.967697 0.793509 0.009 0.000 -0.013
C 2.210876 -3.652046 0.788904 0.006 -0.003 0.017
C 2.421795 0.986562 2.991528 -0.006 0.007 0.014
C 3.111857 0.092082 3.809584 -0.005 0.014 -0.005
C 4.311835 0.453133 4.400892 -0.003 -0.022 0.001
C 4.855158 1.710804 4.159633 0.013 0.003 -0.009
C 4.191111 2.596647 3.325356 -0.001 -0.006 -0.009
C 2.975892 2.237652 2.752067 0.011 0.002 0.008
C -0.157909 -0.094171 3.599705 0.002 0.002 0.019
C 0.019552 0.349021 4.907787 -0.003 0.002 -0.010
C -0.859916 -0.034767 5.914133 0.003 -0.001 0.007
C -1.940433 -0.854461 5.620656 -0.008 0.000 0.001
C -2.134426 -1.294884 4.316314 0.009 0.006 -0.003
C -1.244429 -0.923624 3.320187 0.012 -0.007 0.007
H -3.184180 3.517078 2.606815 -0.003 -0.002 -0.002
H -2.765858 1.805987 2.829346 -0.002 -0.003 -0.002
H -2.971706 2.465651 1.206293 0.000 0.001 -0.002
H -0.801871 4.665527 4.104419 0.000 0.000 0.002
H 0.780464 3.876153 3.993138 0.003 -0.001 0.000
H -0.599950 2.997916 4.662068 0.001 0.012 -0.007
H -1.149501 5.402549 1.272431 0.000 0.000 -0.001
H -0.762530 4.272112 -0.032816 -0.002 -0.003 -0.004
H 0.522750 4.887352 1.000038 0.000 0.001 -0.002
H 0.566969 -3.412943 -4.085291 0.004 0.002 -0.004
H 1.100812 -3.629464 -2.406362 0.001 -0.001 -0.002
H 2.273403 -3.658838 -3.711839 0.000 -0.005 0.011
H -0.780566 -0.768370 -3.890606 -0.002 -0.003 0.001
H 0.307274 -0.828629 -5.275942 -0.002 0.000 -0.002
H 0.291341 0.590370 -4.219004 -0.003 0.000 0.000
H 4.071502 -1.229018 -3.529801 0.000 0.004 -0.002
H 3.303290 0.265564 -4.064020 0.004 -0.002 0.000
H 3.203999 -1.184814 -5.071501 0.001 -0.001 -0.001
H 2.912379 1.393314 -1.512281 0.000 0.002 0.001
H 4.905743 2.849691 -1.318489 0.001 0.000 0.002
H 6.741869 2.232632 0.227020 0.000 0.000 -0.001
H 6.557033 0.174604 1.592126 0.003 -0.002 0.000
H 4.558663 -1.258889 1.401532 -0.003 0.002 0.007
H 4.160349 -2.422029 -1.679689 -0.001 -0.005 0.003
H 4.975033 -4.750136 -1.667372 0.001 0.001 0.000
H 4.004421 -6.393194 -0.088024 0.000 0.000 0.000
H 2.236677 -5.679506 1.493501 -0.001 -0.001 -0.001
H 1.454123 -3.302173 1.483808 -0.005 0.000 -0.002
H 2.695891 -0.896322 3.975080 0.001 0.000 -0.002
H 4.832213 -0.249077 5.042810 0.000 0.001 -0.001
H 5.800749 1.990789 4.610140 -0.001 0.001 0.001
H 4.620206 3.569333 3.113946 0.000 0.001 0.001
H 2.445421 2.923089 2.100794 0.003 -0.002 -0.002
H 0.848443 1.005411 5.146718 0.006 -0.006 -0.001
H -0.703321 0.316547 6.928190 0.000 -0.001 0.000
H -2.631976 -1.144766 6.403638 0.001 -0.001 0.000
H -2.980512 -1.922223 4.062364 -0.002 0.002 -0.001
H -1.395728 -1.269906 2.304795 -0.004 -0.004 0.001
C -3.277659 -3.845237 -1.640471 0.008 0.001 -0.004
C -2.396982 -2.883996 -0.857455 -0.006 -0.007 -0.017
C -1.301280 -3.615352 -0.089444 -0.022 0.025 0.013
O -1.788591 -1.954832 -1.778518 0.017 -0.096 0.024
C -3.234085 -2.073416 0.170137 -0.001 0.041 0.141
O -4.104771 -2.698046 0.789493 -0.033 -0.012 -0.084
O -2.911362 -0.859540 0.322578 0.086 -0.106 0.011
H -2.667125 -4.436770 -2.329501 0.006 -0.001 -0.004
H -4.014407 -3.286239 -2.220124 -0.003 -0.006 0.002
H -3.802289 -4.509149 -0.955952 -0.002 0.007 0.002
H -0.683293 -4.211160 -0.770706 -0.010 0.003 -0.005
H -1.750026 -4.282435 0.647567 0.000 -0.003 0.005
H -0.656467 -2.894766 0.422153 0.003 0.005 0.002
H -1.034404 -2.402914 -2.183468 0.030 0.046 0.015
N -8.319632 0.151547 -3.130369 0.016 0.010 0.058
C -7.701561 1.320042 -3.363559 -0.012 -0.056 -0.154
S -8.384698 2.502787 -4.289000 -0.016 0.019 0.041
C -6.357094 1.425704 -2.739177 0.091 0.023 0.094
C -5.303474 2.042839 -3.399883 -0.037 -0.003 -0.010
C -4.046875 2.030425 -2.810051 -0.028 -0.009 -0.003
N -3.803618 1.468607 -1.625862 0.081 0.033 0.033
C -4.825001 0.917350 -0.971788 -0.006 -0.062 0.057
C -6.109285 0.866627 -1.487829 -0.036 0.026 -0.085
H -9.221801 -0.008729 -3.542971 -0.004 0.010 -0.001
H -7.834965 -0.603811 -2.675101 -0.006 -0.002 0.005
H -5.455560 2.504066 -4.365630 -0.004 -0.006 0.001
H -3.192926 2.474345 -3.307522 -0.012 0.011 0.004
H -4.588448 0.456836 -0.019430 0.001 0.025 -0.006
H -6.896784 0.408393 -0.903324 -0.003 -0.002 0.004
B -0.573651 4.486044 -4.638656 0.017 0.034 0.018
C -0.701738 3.387212 -3.500234 -0.032 -0.057 -0.039
N -0.830781 2.562668 -2.698192 0.113 0.055 0.074
H 0.426379 4.239748 -5.287181 -0.011 0.004 -0.001
H -0.497143 5.577936 -4.106772 0.000 -0.009 -0.014
H -1.573578 4.406882 -5.332056 -0.009 -0.002 0.002
```
Positions in Å, forces in eV/Å.

As for the HOMO-LUMO gap: 5.7 eV. The energy above the lowest of the compared OMol25 structures with the same formula, charge and spin is 22.4 kJ/mol. The charge is -2.

Atom charges from the Mulliken analysis, given in e for atoms 1 to 8: number 1, Ba, carries 1.77; number 2, C, carries -0.78; number 3, Si, carries -0.11; number 4, C, carries -1.09; number 5, C, carries -0.97; number 6, N, carries 0.27; number 7, P, carries 2.63; number 8, C, carries -2.56

=====

Entry from the Open Molecules 2025 dataset: a 2-piece molecular cluster, C5H11NO overall (ωB97M-V/def2-TZVPD).

Structure (XYZ):
```
18
Properties=species:S:1:pos:R:3:forces:R:3
C 1.717340 -0.318561 -0.344259 0.654 0.042 -0.390
C 0.458110 -0.013903 -0.699140 -2.651 -3.555 1.433
C -0.782690 -0.752792 0.243233 1.576 2.005 -1.129
C -1.094060 -2.112704 -0.357300 0.234 0.114 0.090
H 2.388422 -0.836374 -1.013797 0.422 0.804 -0.572
H 2.155971 -0.024486 0.596042 -0.392 -0.616 0.638
H 0.113729 -0.170284 -1.713793 0.405 -0.035 -0.416
H -0.418610 -0.825523 1.265149 0.032 0.019 0.012
H -1.668118 -0.117920 0.221823 0.084 0.156 0.069
H -1.866112 -2.604707 0.238101 -0.001 0.007 -0.020
H -1.469636 -2.020156 -1.376269 0.013 -0.008 -0.051
H -0.214732 -2.755439 -0.369011 0.002 -0.037 -0.031
C 0.247923 2.064630 -0.359679 -1.429 2.310 2.621
N -0.492549 2.073378 0.750498 0.840 -0.318 -1.831
O 0.302327 1.839725 1.869758 0.166 0.257 -0.011
H 1.265227 2.457739 -0.313055 0.124 -0.890 0.006
H -0.308483 2.391863 -1.227865 -0.156 -0.365 -0.155
H -0.334060 1.725514 2.589565 0.079 0.110 -0.263
```
Positions in Å, forces in eV/Å.

As for the SMILES: C=CCC.C=NO. As for the HOMO-LUMO gap (spin up / spin down): 7.8 / 7.8 eV. The energy above the lowest of the compared OMol25 structures with the same formula, charge and spin is 586.9 kJ/mol.

Atom charges from the natural (NBO) analysis, given in e for atoms 1 to 8: number 1, C, carries -0.38; number 2, C, carries -0.21; number 3, C, carries -0.38; number 4, C, carries -0.62; number 5, H, carries 0.19; number 6, H, carries 0.20; number 7, H, carries 0.19; number 8, H, carries 0.20

=====

Entry from the Open Molecules 2025 dataset: C5H13NO2 as an isolated structure (ωB97M-V/def2-TZVPD).

Structure (XYZ):
```
21
Properties=species:S:1:pos:R:3:forces:R:3
C 0.943162 1.795824 2.475967 -0.674 0.109 0.076
C 1.438222 0.796835 1.446558 -0.155 0.424 -0.163
C 1.220330 -0.639103 1.885764 0.401 -0.375 0.042
N 0.799044 1.069912 0.110418 0.663 -0.305 0.697
H 1.300822 2.821055 2.344489 0.423 -0.157 -0.144
H -0.145470 1.905918 2.396749 0.015 -0.303 0.132
H 1.170114 1.442188 3.485543 0.105 0.106 0.029
H 2.515778 0.915910 1.310656 0.081 0.127 0.037
H 0.200289 -0.895212 2.162628 -0.174 0.138 -0.221
H 1.855050 -0.880074 2.749239 0.017 0.307 -0.002
H 1.560730 -1.310139 1.093991 -0.222 -0.060 -0.079
H 0.510466 2.052773 0.070592 -0.097 -0.042 0.000
H 1.566653 1.027910 -0.589077 -0.133 -0.108 -0.119
H -0.163504 0.121548 -0.125593 -0.681 -0.021 -0.566
O -1.869812 -1.991696 -1.873182 -0.077 -0.264 0.124
C -1.281426 -0.981586 -1.537646 -0.007 0.437 -0.126
O -0.980025 -0.679149 -0.307192 0.411 -0.108 0.386
C -0.961166 0.063049 -2.589897 0.202 0.381 -0.216
H -0.302889 0.862425 -2.258586 0.054 -0.040 0.170
H -0.512041 -0.388718 -3.473045 -0.141 -0.140 0.006
H -1.902615 0.533008 -2.885253 -0.011 -0.106 -0.062
```
Positions in Å, forces in eV/Å.

As for the HOMO-LUMO gap (spin up / spin down): 3.4 / 9.9 eV. The energy above the lowest of the compared OMol25 structures with the same formula, charge and spin is 41.4 kJ/mol. Its expectation value of S² is 0.750. The charge is -1. The multiplicity is 2.

Atom charges from the natural (NBO) analysis, given in e for atoms 1 to 8: number 1, C, carries -0.69; number 2, C, carries -0.33; number 3, C, carries -0.63; number 4, N, carries -0.98; number 5, H, carries 0.20; number 6, H, carries 0.20; number 7, H, carries 0.20; number 8, H, carries 0.15